37
Properties=species:S:1:pos:R:3:forces:R:3:lowdin_charge:R:1 method="wB97M-V/def2-TZVPD" total_charge=+1 e_above_lowest_kj_mol=403.8 lumo_energy_ev=-5.51 spin_multiplicity=1 orbital_gap_ev=7.49
O 1.759226 2.155404 0.329584 0.46 0.80 -0.77 0.152
N 0.150845 -0.768801 -0.759427 0.28 1.79 1.08 0.076
N 1.129393 0.212943 -0.678581 1.90 -1.41 -5.05 -0.057
C 0.015050 -3.383677 -3.348330 0.37 0.65 0.56 -0.045
C 2.014372 0.516488 -1.878305 1.89 0.29 1.25 0.039
C 0.134439 -1.889535 -3.152946 -1.97 0.77 0.67 -0.400
C 0.368336 1.059081 3.716079 1.80 1.77 1.10 -0.241
C -1.064608 0.637002 4.041461 -1.96 -0.87 0.41 -0.108
C -0.825231 1.765183 1.947381 0.10 3.38 0.09 -0.274
C -0.893785 -1.122420 -4.042217 -1.66 1.94 2.72 -0.042
C 0.847055 0.295094 2.550343 0.08 -0.78 -0.20 0.227
C 1.092276 1.172473 0.219173 -0.44 0.06 2.51 -0.432
C -1.863199 1.074651 2.746460 -1.90 -2.56 0.18 -0.137
C -0.168441 -1.501471 -1.735818 -1.98 -0.17 -0.20 -0.089
C 0.142516 0.774884 1.380431 0.34 -0.60 1.58 -0.183
C 0.053310 2.505004 3.067861 0.78 -3.29 -2.63 0.008
H -0.651935 -1.036259 -5.067368 0.42 -0.25 -1.03 0.063
H -1.322428 1.238387 4.936643 -0.05 -0.10 -0.65 0.134
H -1.010644 -3.669541 -3.339674 -0.75 -0.47 0.08 0.080
H -2.735086 1.711470 3.029954 0.78 -0.39 -0.39 0.132
H 2.940227 1.038209 -1.421117 -1.40 -1.05 -0.95 0.126
H 1.090715 1.177776 4.562363 -0.76 -0.79 -0.54 0.166
H -2.301442 0.168998 2.079455 0.87 1.81 1.89 0.167
H 1.082303 -1.597880 -3.384546 2.62 0.81 -0.95 0.072
H -1.184085 -1.816776 -1.484456 0.14 -1.05 0.07 0.141
H 0.428445 -3.520134 -4.309174 0.29 -0.76 -1.22 0.079
H -1.304322 2.456746 1.253827 0.44 -0.10 -0.37 0.160
H -0.266611 -0.083866 0.831980 -0.74 -0.85 0.14 0.146
H 2.302915 -0.379756 -2.457714 -0.12 0.30 0.97 0.085
H 1.616741 1.210316 -2.610191 -0.70 0.23 0.28 0.095
H -1.067974 -0.023826 -3.644540 0.71 -1.93 -0.81 0.116
H -1.332254 -0.398730 4.357736 0.86 0.52 -0.45 0.130
H 1.575859 -0.608237 2.588397 -1.26 1.74 -0.15 0.198
H -1.930374 -1.535709 -3.913266 1.01 -0.04 -0.31 0.096
H -0.391623 3.286877 3.625511 -0.60 0.25 0.93 0.119
H 0.972836 2.831108 2.598116 0.11 0.53 -0.03 0.109
H 0.597182 -3.951478 -2.635084 0.05 -0.16 0.19 0.091



19
Properties=species:S:1:pos:R:3:forces:R:3:lowdin_charge:R:1 method="wB97M-V/def2-TZVPD" total_charge=-3 e_above_lowest_kj_mol=521.0 lumo_energy_ev=5.79 spin_multiplicity=1 orbital_gap_ev=2.01
Cu -0.173543 1.233519 0.269797 0.09 0.45 0.40 0.239
O 0.056677 6.009409 2.852207 0.31 0.92 0.67 -0.158
O -2.296153 0.019139 3.588057 -0.72 2.23 -2.09 -0.090
O -2.673463 -1.836941 4.614957 -1.49 -2.17 0.49 -0.166
O -0.740253 5.293909 0.931177 -1.12 0.26 -1.81 -0.148
O -0.343403 -0.634391 -3.127213 -0.30 0.07 0.46 -0.078
O -0.980923 -0.608321 5.166447 2.89 0.67 2.23 -0.095
O 1.188607 -2.115691 -0.887543 0.06 0.30 -0.77 -0.089
O 0.996537 4.337059 1.853847 1.71 -1.78 -0.45 -0.116
C 0.105127 5.231339 1.843987 -0.91 0.53 1.18 -1.107
C -1.982783 -0.792151 4.475697 -0.74 -1.08 -0.61 -1.164
C 0.809407 -1.411331 -3.223463 0.80 -1.71 0.66 -0.312
C 0.890987 -2.573751 -2.210213 -0.90 0.32 0.79 -0.277
H 1.390227 -2.880441 -0.343383 -0.11 -0.01 0.18 0.074
H -0.326243 -0.040191 -3.881023 -0.13 0.29 0.10 0.075
H -0.061113 -3.104341 -2.200743 -0.39 0.04 -0.05 0.106
H 1.745317 -0.877791 -3.057623 0.00 0.52 -0.35 0.112
H 0.774397 -1.909121 -4.192523 0.56 -0.09 -0.38 0.097
H 1.620587 -3.339911 -2.472453 0.41 0.25 -0.65 0.097



57
Properties=species:S:1:pos:R:3:forces:R:3:lowdin_charge:R:1 method="wB97M-V/def2-TZVPD" lumo_energy_ev=-0.75 spin_multiplicity=1 orbital_gap_ev=7.49
Cl 1.055017 2.115868 -1.052028 0.11 0.12 -0.24 0.397
P 0.302715 -1.068668 -2.020099 0.20 -0.10 -0.21 1.114
Al 0.376808 0.587323 0.281886 -0.42 -0.09 0.47 -0.089
O -3.509873 -1.181553 -1.797263 0.06 0.08 0.05 0.127
O -0.717529 3.472654 2.569978 0.04 0.03 0.02 0.116
O -2.127101 -1.684315 -0.097191 0.04 0.00 0.19 0.114
O 0.287389 1.607042 1.798971 0.01 0.10 0.06 -0.030
N -1.698569 1.013829 0.297097 0.24 0.00 -0.03 0.151
C -2.507012 -4.068885 -4.192706 0.00 0.02 0.00 -0.086
C 1.881490 -2.053147 0.090813 -0.07 0.01 0.10 -0.164
C -2.006901 -2.983003 -4.891446 0.00 0.03 0.00 -0.076
C 1.978944 -3.291323 -2.005707 0.03 -0.04 -0.02 -0.100
C -0.783666 -2.248120 -2.940566 0.12 -0.04 0.08 -0.342
C 3.137245 -2.912303 2.016648 0.01 0.00 0.00 -0.038
C 1.409197 -0.962630 0.901246 0.04 -0.11 -0.32 -0.140
C -3.801279 1.396653 -0.738237 -0.10 0.04 0.08 0.031
C 3.238939 -4.090218 -0.134429 0.00 0.00 -0.01 -0.028
C -2.723132 -0.880987 -0.756881 -0.27 0.07 -0.11 -0.496
C 1.496217 -2.233591 -1.275086 -0.05 0.13 0.05 -0.310
C 0.532759 0.744078 -4.086873 -0.02 0.03 0.04 -0.161
C -2.136097 -4.255323 -2.864179 -0.05 -0.02 -0.02 -0.082
C -1.771785 2.213815 0.871659 -0.03 -0.04 0.01 -0.146
C 2.669826 -1.890801 2.781796 0.00 0.01 0.01 -0.067
C -2.829999 3.081850 0.653935 -0.02 0.00 0.01 0.042
C -1.149752 -2.078958 -4.270997 -0.05 0.06 -0.03 -0.072
C -3.834863 2.682637 -0.203278 -0.01 -0.02 -0.02 -0.005
C -1.282871 -3.355759 -2.246478 0.16 -0.07 -0.02 -0.129
C 1.813051 -0.918594 2.215234 0.01 0.02 0.01 -0.086
C 3.190084 0.245339 -4.667258 -0.01 -0.01 0.03 -0.073
C 2.493130 1.194982 -5.396320 -0.03 0.00 0.02 -0.082
C 2.555669 -0.470764 -3.657976 0.02 0.00 -0.05 -0.071
C -0.636273 2.513525 1.842870 -0.02 -0.07 -0.07 -0.542
C 1.157818 1.445622 -5.102586 0.03 -0.02 -0.02 -0.079
C 2.757054 -3.022008 0.655025 -0.03 0.03 -0.01 -0.162
C -2.732912 0.581253 -0.432883 0.12 -0.04 -0.10 -0.145
C 2.866549 -4.223597 -1.441029 -0.03 -0.01 -0.02 -0.067
C 1.217330 -0.237405 -3.368212 -0.06 -0.03 0.04 -0.394
H 2.959308 -1.810157 3.822084 -0.01 0.01 0.00 0.105
H -3.166910 -4.775052 -4.679966 -0.01 0.01 0.01 0.103
H 1.478393 -0.103399 2.844126 0.02 -0.01 0.02 0.093
H -2.827081 4.038224 1.156633 0.02 -0.01 0.01 0.132
H -4.660375 3.344333 -0.431026 0.00 -0.02 0.01 0.119
H -0.769429 -1.242631 -4.842969 0.02 -0.03 0.03 0.093
H 3.805849 -3.657943 2.431657 -0.01 0.00 -0.01 0.111
H -2.502396 -5.111110 -2.310300 0.01 0.01 -0.01 0.109
H -4.606507 1.016485 -1.348829 0.01 -0.01 -0.01 0.125
H -3.408717 -2.133810 -1.973568 0.00 -0.01 -0.02 0.116
H 4.236547 0.061431 -4.874816 -0.01 0.00 -0.01 0.104
H -2.274380 -2.833887 -5.930091 0.00 0.00 0.02 0.105
H 1.669323 -3.421191 -3.036551 -0.02 0.01 0.01 0.116
H -0.493495 0.981325 -3.825932 0.00 0.00 -0.01 0.107
H 3.234737 -5.046561 -2.039989 0.00 0.01 0.00 0.104
H 3.910097 -4.809689 0.320790 0.00 0.01 0.01 0.113
H -0.990920 -3.519016 -1.217903 -0.01 -0.02 -0.03 0.110
H 2.989614 1.751120 -6.181201 0.00 0.00 0.01 0.102
H 0.612681 2.201567 -5.653214 0.00 0.00 0.01 0.105
H 3.116700 -1.200610 -3.090729 0.00 -0.01 0.01 0.099